Entry 1:
A molecular structure, C20H21BBrN7O7PdS2 in a non-equilibrium geometry, computed with wB97M-V/def2-TZVPD.

Structure (ORCA input):
```
! wB97M-V def2-TZVPD RIJCOSX def2/J DEFGRID3
* xyz 0 1
Pd -1.3862 -0.0283 1.4175
C -1.0546 2.1985 -2.5697
N -0.5193 2.7715 -1.3525
C 0.5627 3.6188 -1.2822
C 0.6875 3.9798 0.0169
N -0.3080 3.3649 0.7385
B -0.6121 3.6228 2.2512
N 0.1942 2.5925 3.1186
C 1.4900 2.7772 3.5313
C 1.8132 1.7936 4.4004
N 0.7052 0.9848 4.5057
C 0.5800 -0.1308 5.4178
C -0.2731 1.4770 3.7024
S -1.8429 0.7810 3.5761
C -1.0377 2.6221 -0.1107
S -2.4616 1.7174 0.2253
H -0.2442 2.0069 -3.2688
H -1.7704 2.8818 -3.0280
H -1.5630 1.2697 -2.3252
H 1.1380 3.8875 -2.1505
H 1.3873 4.6539 0.4791
H -1.7766 3.4791 2.4483
H -0.1975 4.7162 2.5286
H 2.0680 3.6202 3.1946
H 2.7236 1.5871 4.9353
H 1.5197 -0.6795 5.4550
H -0.2130 -0.7883 5.0760
H 0.3328 0.2234 6.4195
O -3.1485 -1.8867 2.4178
H -3.0920 -2.2483 1.5201
H -4.0609 -1.6037 2.5296
Br 0.0061 -2.3679 2.3870
C 1.5182 -1.4378 1.6903
C 2.7393 -2.0788 1.5698
C 3.7834 -1.3480 1.0252
C 3.5476 -0.0475 0.6071
C 2.2822 0.4876 0.7870
N 1.2846 -0.1918 1.3453
H 2.8528 -3.1059 1.8849
H 4.7656 -1.7914 0.9275
H 4.3299 0.5430 0.1505
H 2.0460 1.4950 0.4648
O -2.4383 -2.0294 -0.3600
C -1.4782 -1.5808 -1.0011
O -0.6184 -0.7291 -0.5988
C -1.2537 -2.1050 -2.4034
C -1.9015 -3.2392 -2.8649
C -1.6684 -3.6656 -4.1648
C -0.8387 -2.9763 -5.0280
C -0.2198 -1.8351 -4.5525
C -0.4002 -1.4072 -3.2452
N 0.6459 -1.0655 -5.4402
O 0.9541 -1.5598 -6.5034
O 1.0007 0.0394 -5.0676
N -2.3193 -4.8907 -4.6420
O -3.0152 -5.5011 -3.8554
O -2.1312 -5.2138 -5.7988
H -2.5767 -3.7897 -2.2266
H -0.6711 -3.3183 -6.0381
H 0.1342 -0.5511 -2.8665
*
```

## Properties
LUMO (spin up / spin down), Ha: -0.0414 / -0.0415
Energy relative to the best compared isomer or geometry (same formula, charge and spin), kJ/mol: 92.9
HOMO-LUMO gap (spin up / spin down), eV: 6.87 / 6.87

Entry 2:
10 unconnected molecules or ions with the total composition C47H69FNO20 in a non-equilibrium geometry, computed with wB97M-V/def2-TZVPD.

Structure (ORCA input):
```
! wB97M-V def2-TZVPD RIJCOSX def2/J DEFGRID3
* xyz 1 1
C 3.5107 4.0554 -1.0220
C 3.4054 3.4581 -2.5591
O 2.2934 2.5089 -2.7318
C 2.7458 1.1069 -2.6970
C 2.5847 0.5485 -1.1529
C 3.9215 -0.1273 -0.4660
C 3.7276 -0.7298 1.0667
F 4.9045 -1.3898 1.6988
N 2.3968 -0.6320 1.8043
C 1.1418 -0.0049 1.2017
C 1.1240 0.6280 -0.3451
C -0.2274 1.2604 -1.0245
C -0.3099 2.9850 -0.5656
C -1.3648 3.3085 0.7641
O -1.6767 3.6819 -0.8124
H 4.4972 4.7226 -0.9634
H 3.5614 3.1583 -0.2384
H 2.6231 4.7986 -0.7610
H 3.1792 4.3661 -3.2999
H 4.4588 3.0496 -2.8712
H 3.8500 0.9663 -3.0726
H 2.0624 0.3927 -3.3665
H 4.9768 -0.2264 -0.9746
H 2.3604 -1.0316 2.7746
H 0.1524 -0.0075 1.8351
H -0.1632 1.2749 -2.2141
H -1.2353 0.7978 -0.6311
H 0.7556 3.6463 -0.6428
H -2.0564 4.2166 0.9253
H -0.4353 3.8956 1.2362
O -1.6971 5.2030 4.3529
C -0.5453 5.5009 4.0831
O 0.2336 4.8290 3.1853
C 1.5494 5.3804 3.2019
C 1.3908 6.7714 3.7576
C 0.2341 6.6157 4.7123
H 2.1842 4.7502 3.8337
H 1.9578 5.3905 2.1872
H 2.2999 7.1525 4.2302
H 1.1123 7.4628 2.9530
H 0.5661 6.3032 5.7062
H -0.3623 7.5290 4.7721
O -1.0654 -1.6116 1.2913
C -1.0250 -2.5832 0.5548
O -1.7960 -2.7354 -0.5617
C -1.5674 -4.0303 -1.1157
C -0.2191 -4.4536 -0.5944
C -0.1674 -3.7949 0.7609
H -2.3695 -4.6983 -0.7849
H -1.5826 -3.9719 -2.2080
H -0.0928 -5.5389 -0.5585
H 0.5717 -4.0418 -1.2332
H -0.6160 -4.4227 1.5359
H 0.8530 -3.5143 1.0319
O -4.8164 9.7633 3.1404
C -4.7768 8.5618 2.9330
O -3.8748 7.7112 3.5049
C -4.0486 6.4059 2.9555
C -5.4564 6.3839 2.4202
C -5.6682 7.8131 1.9891
H -3.3022 6.2560 2.1684
H -3.8969 5.6543 3.7357
H -5.5995 5.6582 1.6152
H -6.1564 6.1363 3.2274
H -5.3273 7.9838 0.9642
H -6.7109 8.1172 2.1066
O -0.8421 -7.4010 -1.6053
C -1.4953 -7.2601 -2.6260
O -2.3084 -6.1928 -2.8784
C -2.9972 -6.4095 -4.1090
C -2.1592 -7.4084 -4.8633
C -1.5624 -8.2412 -3.7570
H -3.9990 -6.7914 -3.8860
H -3.0908 -5.4638 -4.6507
H -2.7330 -7.9911 -5.5888
H -1.3590 -6.8884 -5.4039
H -2.2171 -9.0698 -3.4730
H -0.5675 -8.6064 -4.0218
O 1.9041 4.6457 6.3795
C 2.4677 5.1679 7.3270
O 3.1778 6.3318 7.2542
C 3.7880 6.5879 8.5183
C 2.9736 5.8094 9.5181
C 2.5243 4.6130 8.7180
H 4.8293 6.2513 8.4781
H 3.7704 7.6618 8.7255
H 3.5342 5.5475 10.4194
H 2.0990 6.3972 9.8223
H 3.2582 3.8030 8.7501
H 1.5426 4.2596 9.0418
O -1.5416 -3.4967 -5.3447
C -1.8923 -2.4340 -4.8592
O -1.4713 -1.9646 -3.6482
C -2.1628 -0.7529 -3.3495
C -2.6263 -0.2209 -4.6803
C -2.8731 -1.4804 -5.4716
H -2.9983 -0.9833 -2.6801
H -1.4862 -0.0569 -2.8451
H -3.5038 0.4265 -4.6032
H -1.8204 0.3560 -5.1502
H -3.8861 -1.8637 -5.3209
H -2.6685 -1.3329 -6.5346
O -5.2577 -7.6261 -5.8518
C -5.2181 -8.8275 -6.0593
O -4.3162 -9.6782 -5.4874
C -4.4899 -10.9835 -6.0368
C -5.8977 -11.0055 -6.5721
C -6.1096 -9.5763 -7.0031
H -3.7435 -11.1334 -6.8239
H -4.3383 -11.7351 -5.2566
H -6.0409 -11.7312 -7.3771
H -6.5978 -11.2531 -5.7648
H -5.7687 -9.4056 -8.0281
H -7.1523 -9.2722 -6.8857
O 5.0001 -0.4959 -4.5322
C 6.1060 -0.7991 -4.1161
O 6.8155 -0.0648 -3.2097
C 8.1037 -0.6532 -3.0358
C 7.9478 -2.0871 -3.4701
C 6.9009 -1.9929 -4.5511
H 8.8235 -0.1074 -3.6547
H 8.4063 -0.5750 -1.9876
H 8.8846 -2.5393 -3.8064
H 7.5622 -2.6873 -2.6369
H 7.3440 -1.7899 -5.5300
H 6.2783 -2.8898 -4.5859
O 1.1337 0.8211 7.5784
C 0.5971 0.5122 6.5273
O 0.6706 -0.7280 5.9608
C 0.0222 -0.7015 4.6901
C -0.9213 0.4712 4.7493
C -0.1929 1.4359 5.6505
H 0.7835 -0.5837 3.9119
H -0.5083 -1.6442 4.5272
H -1.1566 0.8845 3.7650
H -1.8628 0.1664 5.2223
H 0.4965 2.0742 5.0909
H -0.8887 2.0388 6.2386
*
```

## Properties
LUMO, Ha: -0.1605
HOMO-LUMO gap, eV: 6.13

Entry 3:
A molecular structure, C36H39N3O3PdTe, computed with wB97M-V/def2-TZVPD.

Structure (ORCA input):
```
! wB97M-V def2-TZVPD RIJCOSX def2/J DEFGRID3
* xyz -1 2
Pd -0.6321 0.6417 -0.0565
O -1.5061 0.9880 1.7214
C -1.8603 0.0184 2.5099
C -2.1643 0.3731 3.8519
C -2.5283 -0.5537 4.7953
C -2.6133 -1.9128 4.4716
C -2.3332 -2.2856 3.1788
C -1.9816 -1.3670 2.1764
C -1.7610 -1.9423 0.8614
N -1.6264 -1.2919 -0.2211
C -1.2569 -1.9631 -1.4510
C 0.0679 -1.3793 -1.9692
N -0.0132 0.0760 -1.8960
C 0.0563 0.8170 -2.9328
C -0.2370 2.2281 -2.9748
C 0.3330 2.9847 -4.0124
C 0.0889 4.3280 -4.1555
C -0.8001 4.9370 -3.2526
C -1.4026 4.2239 -2.2498
C -1.1414 2.8348 -2.0385
O -1.7321 2.2197 -1.0842
H -2.0802 1.4236 4.1003
H -2.7411 -0.2243 5.8065
H -2.8827 -2.6492 5.2168
H -2.3825 -3.3337 2.9017
H -1.7290 -3.0358 0.8341
H -1.1414 -3.0423 -1.3030
H -2.0408 -1.7830 -2.1931
H 0.8642 -1.7222 -1.3099
H 0.2499 -1.7059 -2.9990
H 0.3530 0.3422 -3.8737
H 1.0053 2.4820 -4.7020
H 0.5651 4.9010 -4.9394
H -1.0154 5.9959 -3.3503
H -2.0883 4.6964 -1.5575
C 2.7999 -1.1370 1.8406
C 1.4597 -1.1633 1.1045
O 0.9677 -2.2874 0.8147
N 1.0047 0.0370 0.8570
Te 2.6062 2.0121 -0.7180
C 3.6759 3.4435 -1.9157
C 4.6364 3.0351 -2.8466
C 5.0652 1.6004 -3.0339
C 5.2431 3.9862 -3.6727
C 4.9224 5.3282 -3.6008
C 5.5851 6.3439 -4.4928
C 3.9565 5.7192 -2.6791
C 3.3233 4.8062 -1.8482
C 2.2529 5.3031 -0.9166
C 3.3295 2.7108 1.1528
C 4.6966 2.6310 1.4499
C 5.6982 2.0432 0.4938
C 5.1521 3.0941 2.6819
C 4.2874 3.6181 3.6297
C 4.7920 4.1172 4.9573
C 2.9356 3.6675 3.3238
C 2.4313 3.2217 2.1042
C 0.9450 3.2838 1.8930
H 2.6794 -1.6657 2.7875
H 3.1539 -0.1237 2.0303
H 3.5316 -1.6807 1.2399
H 4.7827 0.9757 -2.1901
H 6.1474 1.5414 -3.1672
H 4.6031 1.1769 -3.9296
H 5.9921 3.6552 -4.3867
H 6.3165 5.8734 -5.1501
H 6.1003 7.1067 -3.9052
H 4.8502 6.8561 -5.1175
H 3.6781 6.7670 -2.6151
H 2.1185 6.3799 -1.0270
H 2.4985 5.0914 0.1253
H 1.3014 4.8125 -1.1353
H 5.3869 1.0454 0.1785
H 6.6787 1.9718 0.9659
H 5.7935 2.6499 -0.4085
H 6.2127 3.0311 2.9048
H 5.8603 3.9306 5.0682
H 4.2745 3.6258 5.7832
H 4.6256 5.1917 5.0613
H 2.2391 4.0621 4.0573
H 0.4936 3.9900 2.5911
H 0.4898 2.3051 2.0557
H 0.6859 3.5809 0.8758
*
```

## Properties
LUMO (spin up / spin down), Ha: 0.0868 / 0.0866
Energy relative to the best compared isomer or geometry (same formula, charge and spin), kJ/mol: 0.0
⟨S²⟩: 0.811
HOMO-LUMO gap (spin up / spin down), eV: 6.85 / 7.04